Record 1
ORCA calculation (the ωB97M-V functional and the def2-TZVPD basis) on a molecular structure, C23H48AlB2BeBrCl2F5N4NaO13P2Si.

```
104
Properties=species:S:1:pos:R:3:forces:R:3:lowdin_charge:R:1
H 0.27506 -0.46893 3.08178 0.2 0.1 -0.6 0.112
O 1.03948 2.71420 2.69175 0.0 -0.4 0.1 -0.022
C 4.69888 -0.78146 -5.90959 -0.1 -0.9 -0.2 -0.921
O 1.92558 -2.90669 2.60238 0.4 2.6 -0.4 -0.078
H 0.98222 0.95088 -1.02078 1.0 -1.3 0.5 0.124
F 0.11402 -3.18115 8.37810 0.2 1.2 2.5 -0.075
H -2.03369 4.24104 -4.38583 0.5 0.5 1.0 0.009
N 0.70970 4.92246 2.88777 0.5 -1.0 -0.2 0.018
C 3.54273 2.05712 -3.68211 0.6 1.3 -1.4 -0.241
H 2.65092 -0.18086 -2.81188 0.7 0.8 1.5 0.139
C -4.22616 2.98378 -2.50788 -0.4 -0.8 1.8 -0.307
H 2.45731 4.03363 -4.24295 0.5 -1.7 -0.7 0.078
H 2.76847 4.70299 1.06160 0.1 0.1 0.1 0.098
F 2.37043 -2.98688 7.69676 -1.9 0.1 -0.2 0.049
C 1.47557 3.85655 2.54277 -0.4 0.6 0.1 -0.523
B 2.08698 -2.09961 1.40373 2.1 0.0 1.1 -0.465
N -1.48169 -2.86388 -0.40969 1.9 -0.6 -0.8 -0.172
C 2.74266 3.02638 -4.72974 -0.4 -0.5 0.2 -0.081
H 3.38421 3.23733 -5.67218 -0.8 -0.4 1.8 0.087
P 0.97631 -4.48412 -0.58721 0.4 -2.7 -0.6 0.715
H -1.01212 1.53787 0.00189 -1.4 -1.0 -1.2 0.130
O 4.41278 -1.96956 -5.96181 -0.1 -0.1 0.1 0.268
H -2.02771 -0.04920 2.99194 0.0 0.2 -1.5 0.133
C -1.21128 -0.92644 1.36363 -0.6 -0.8 0.2 -0.283
C -1.61023 -0.33747 -1.27051 -0.3 0.5 -0.8 -0.134
H -0.15319 -3.38602 1.25697 0.1 1.1 -2.3 -0.069
H 3.75307 1.05815 -4.24787 -0.4 1.8 1.4 0.089
H 1.77822 2.51252 -5.11516 1.5 0.9 0.8 0.090
H 2.37698 -3.09135 4.64026 0.3 1.4 -1.6 0.139
O -4.32820 -4.20777 -1.18756 0.6 -0.1 -0.3 -0.153
C -2.35735 4.33283 -0.33198 -0.9 -0.4 1.1 -0.190
H -4.89967 3.94567 -2.57437 2.0 -1.1 0.8 -0.055
H -0.60000 -0.45380 -1.79646 -1.2 0.1 1.1 0.128
Cl -4.94673 -1.20947 -1.44751 0.9 -0.5 0.9 0.225
O -1.34273 1.99045 -2.03259 -2.3 0.7 1.4 -0.243
H 0.95214 0.87024 2.29731 -0.4 -0.7 -0.2 0.077
C -0.02677 -3.00362 0.12518 2.2 1.6 1.7 -0.352
O 5.62362 -0.29760 -5.23821 0.5 0.4 0.4 0.314
N 0.78529 -0.15916 2.23890 1.8 0.6 1.2 0.089
O 3.48613 -1.70716 1.12355 -2.7 0.9 1.5 0.077
Si -2.37694 3.42511 -2.03799 2.4 1.5 -1.4 0.514
C 2.84601 4.12348 1.98416 0.1 -0.1 0.0 0.004
H -0.59582 -2.56739 -2.45026 -1.8 -0.5 1.3 0.164
H -2.31898 -3.49905 1.43412 0.0 -0.6 -2.1 0.078
F -2.57790 3.15992 -5.80087 -0.7 0.0 1.0 -0.707
C -1.56138 -4.52489 -2.51422 0.6 -6.6 -0.2 -0.102
H -1.46540 -6.79482 -3.42906 -0.1 2.1 1.5 0.084
H -3.47299 -5.75966 -0.14546 0.6 2.2 0.5 0.152
H 2.37056 0.62702 0.21801 -1.3 -0.9 -1.4 0.133
H -5.32391 -2.21185 1.20924 1.0 0.1 0.4 0.062
P -3.69542 -0.96582 0.30788 -2.2 0.5 0.9 0.816
C 2.97200 0.50553 -1.92933 -1.4 -0.6 -0.7 -0.140
C -1.87098 -1.43551 -0.06875 -1.6 1.9 0.5 -0.368
O 1.57171 -1.16463 -0.78665 -1.5 0.2 0.2 -0.162
H 3.62423 -0.87829 1.65887 0.0 -1.0 -1.2 0.098
O 2.83195 1.87585 -2.41986 0.6 -1.6 -0.3 -0.200
H -2.38524 -0.44870 -2.13984 1.3 -0.1 1.8 0.108
H -3.15491 5.17461 -0.40577 1.5 -1.2 0.2 0.058
H 0.29596 6.80823 2.14686 0.2 0.2 0.0 0.090
Na 4.14734 -0.81478 4.49774 1.0 1.6 1.1 0.778
H 0.89016 -5.44822 1.42248 1.0 -0.3 -0.6 -0.066
H 3.74294 -2.27646 3.68323 -2.5 -1.5 -1.0 0.084
H 3.45253 4.65830 2.71865 0.0 0.1 -0.2 0.093
C -1.53256 -3.03596 -1.93152 -0.5 -1.8 -3.6 -0.113
H -2.71072 3.63772 0.53646 0.7 1.3 -1.3 0.044
C 2.57059 -2.34024 3.76639 0.0 -1.7 1.5 -0.107
N 0.17827 -0.52824 1.04231 -2.9 -1.5 0.4 -0.094
H -1.24544 -1.76727 2.18322 0.3 0.8 -1.6 0.146
C -2.20046 -3.93971 0.35228 -0.7 -1.2 2.6 -0.188
O 4.10867 0.12384 -6.52025 -0.3 0.5 -0.3 0.325
H -4.44838 -4.96763 -1.81557 0.5 1.0 1.0 0.122
C -1.50423 -5.81653 -2.81717 -0.5 7.3 0.4 0.114
H 2.11899 -1.32232 4.13016 0.4 -1.7 -1.0 0.104
H -1.31576 4.76563 -0.06809 -1.8 -0.7 -0.6 0.053
C 0.84274 -1.68225 0.36181 1.6 0.1 0.5 -0.288
Be -0.43716 -4.36482 2.53883 -0.2 -0.8 2.2 0.672
H -4.26033 2.32353 -3.45339 0.7 0.7 1.1 -0.007
H -0.19691 4.66423 3.25499 0.1 0.1 -0.1 0.146
C -1.74094 1.20168 -0.83794 0.9 1.1 -0.2 -0.273
H -0.74653 5.09201 -3.20338 -1.7 -0.5 -0.3 0.049
H -4.62645 2.38277 -1.58769 0.1 0.9 -1.8 0.087
O 1.64816 -5.39160 0.76312 -1.5 2.4 -1.1 -0.377
C -1.82874 4.72924 -3.34376 -0.8 -0.3 -0.1 -0.193
H -2.79643 1.56654 -0.57032 1.4 -1.3 0.1 0.064
H 2.03227 6.49648 2.38448 -0.1 -0.1 0.0 0.082
F 0.89467 -4.33276 6.47542 -0.3 1.7 1.4 0.111
C 1.03632 6.32944 2.79105 -0.4 0.1 0.2 -0.057
H 0.97452 6.76380 3.79096 0.1 0.2 -0.2 0.092
C 1.84871 0.24652 -0.75727 2.3 2.1 -0.9 -0.139
H 4.53071 2.61893 -3.43962 -1.4 -1.3 -0.4 0.132
O -2.01948 0.12260 2.01116 1.4 -1.3 -0.2 -0.080
C -3.57259 -4.59454 -0.03305 -2.4 -2.8 0.4 -0.227
H -4.30407 -4.51502 0.87882 1.6 0.3 -1.5 0.138
H 4.03918 0.23595 -1.59222 -1.6 0.5 -0.4 0.142
B 1.01709 -3.12740 7.23200 2.6 -0.4 -3.4 -1.136
H 3.33633 3.17548 1.75586 -0.2 0.1 0.0 0.076
Br 0.75948 -2.03193 10.05658 -0.7 -1.3 -1.8 0.958
Al -5.87769 3.28676 -3.94188 -1.3 -0.1 -1.9 0.907
H -2.59749 5.60731 -3.26221 1.5 -1.3 0.0 0.057
H -2.52749 -2.60993 -2.37629 1.9 -0.4 1.3 0.133
Cl 2.70447 -3.93431 -1.65224 -1.0 0.2 1.3 0.322
H -1.52376 -4.87439 0.57914 -0.7 1.9 -1.1 0.086
O -4.39891 -2.02791 1.51919 0.5 0.7 -2.6 -0.348
F 0.67126 -2.00184 6.40306 0.2 -1.1 1.3 0.070
```
Forces are in eV/Å.

## Properties
Strongest force on any atom (eV Å⁻¹): 7.287
E_HOMO (eV): -10.77
LUMO (eV): -9.90
Net charge: +2
Total energy (eV): -205074.1019

---

Record 2
ORCA calculation (the ωB97M-V functional and the def2-TZVPD basis) on 2 unconnected molecules or ions with the total composition C5H10N2.

```
17
Properties=species:S:1:pos:R:3:forces:R:3:lowdin_charge:R:1
H -1.15858 -1.85447 0.68651 -0.9 -1.3 1.8 0.160
H 2.70320 0.69598 -0.93473 0.7 0.5 -0.8 0.114
C 0.80599 -1.28761 0.03768 0.5 -2.1 1.1 0.143
H -0.86379 -1.88358 -0.99614 -0.3 0.2 0.0 0.217
H 3.29280 -0.34355 0.38599 -1.6 1.9 -0.1 0.178
C 0.08730 0.70855 -0.08595 -2.6 7.2 0.3 0.060
H 2.54443 1.45918 0.62986 -0.1 -1.0 0.1 0.135
C -2.33134 0.38350 0.03800 -4.4 5.0 1.9 0.002
N 1.18859 -0.07488 0.01294 0.2 0.6 0.5 -0.059
N -1.02447 0.05557 -0.09983 4.8 -1.5 -1.2 -0.084
H 0.06281 2.34995 -0.00581 0.3 -5.0 -0.3 0.401
H -3.00156 0.87410 -0.75408 1.6 -1.2 0.3 0.177
H 1.53778 -2.08083 0.21931 -0.4 -0.1 -0.3 0.203
C 2.51454 0.48682 0.09550 2.4 -1.0 -0.1 0.063
H -2.36666 1.21572 0.85406 -0.1 -1.3 -1.2 0.170
H -2.77442 -0.44723 0.49889 -1.3 -1.0 0.3 0.101
C -0.64655 -1.34413 -0.05223 1.1 0.0 -2.3 0.019
```
Forces are in eV/Å.

## Properties
Strongest force on any atom (eV Å⁻¹): 7.717
E_HOMO (eV): -20.78
LUMO (eV): -10.76
Net charge: +2
Total energy (eV): -8304.8273

---

Record 3
ORCA calculation (the ωB97M-V functional and the def2-TZVPD basis) on C6H9NOS2 in the gas phase.

```
19
Properties=species:S:1:pos:R:3:forces:R:3:lowdin_charge:R:1
C -1.99876 -0.39374 -1.75954 1.4 1.7 2.1 -0.314
C 2.00902 0.43148 0.17465 -0.4 1.7 -1.5 -0.212
C -2.41818 1.05141 -2.15928 -1.4 -0.3 0.1 -0.175
H -2.84418 -1.01719 -1.38636 0.4 0.5 -0.4 0.110
H 1.75056 -0.58104 3.20697 0.2 -0.5 0.9 0.025
S -0.77829 -0.07979 2.91600 2.2 0.7 -2.2 0.597
C 0.19948 0.30678 1.54670 -2.1 -0.6 2.4 -1.000
H 3.18509 -1.16319 2.27087 -0.6 0.5 -0.4 0.086
C 2.09369 -1.01450 2.28991 -1.2 -2.1 -0.9 -0.053
S -0.73486 1.12859 0.23485 -0.1 -1.8 -0.9 0.853
H -2.75811 1.60660 -1.24953 0.8 -0.2 -0.6 0.050
C -1.04000 -0.36825 -0.51493 -0.3 0.5 -0.6 -0.328
H -1.45319 -0.98025 -2.50758 -0.3 0.2 0.0 0.093
H 3.68060 0.47866 -0.92461 -2.4 -1.4 3.1 0.199
H 1.54696 -2.06988 2.09604 1.3 2.4 0.6 0.147
H -3.36503 0.98343 -2.65988 -0.6 -0.1 -0.7 0.045
H -1.81205 1.67587 -2.84492 0.3 -0.6 0.8 0.082
O 3.21713 0.04610 -0.05677 3.3 0.2 -2.1 0.011
N 1.52013 -0.04107 1.32741 -0.4 -0.7 0.3 -0.215
```
Forces are in eV/Å.

## Properties
Strongest force on any atom (eV Å⁻¹): 4.128
E_HOMO (eV): -7.95
LUMO (eV): -0.25
Total energy (eV): -31569.8764

---

Record 4
ORCA calculation (the ωB97M-V functional and the def2-TZVPD basis) on C7H10 in the gas phase.

```
17
Properties=species:S:1:pos:R:3:forces:R:3:lowdin_charge:R:1
H 0.41306 2.28617 0.55409 -0.1 -0.1 0.0 0.110
H 0.00528 -1.69766 -1.12096 -0.1 0.2 0.1 0.115
H -2.22991 1.71909 0.40572 0.2 -0.1 -0.1 0.103
H -1.15036 -1.93085 1.39191 0.3 -0.4 0.0 0.054
H -0.31682 -0.21013 -2.07832 0.0 0.0 0.1 0.116
C -1.45229 -0.38043 -0.15353 -0.1 0.4 -0.4 -0.387
C 2.16455 0.06905 -0.18632 -0.1 -0.1 0.1 -0.051
C -0.25108 -0.63389 -1.05980 -0.1 0.0 -0.1 -0.150
H 2.52647 0.37970 -1.17490 -0.1 0.0 0.0 0.086
H 2.50117 -0.95953 -0.03655 -0.1 0.1 0.0 0.079
H -0.78619 -0.28581 2.01920 -0.2 0.3 0.0 0.050
C -0.87193 -0.90979 1.14477 0.9 0.2 -0.2 0.068
H 2.64451 0.70316 0.56114 -0.1 0.0 0.0 0.076
C -1.38584 1.10022 0.11727 0.2 0.2 0.0 -0.054
C -0.05469 1.37446 0.19500 -0.3 0.0 -0.1 -0.089
C 0.66892 0.16419 -0.13246 -0.6 -0.7 0.5 -0.256
H -2.42483 -0.78792 -0.44627 0.1 0.1 0.0 0.130
```
Forces are in eV/Å.

## Properties
Strongest force on any atom (eV Å⁻¹): 1.073
E_HOMO (spin up / spin down) (eV): -7.55 / -7.54
LUMO (spin up / spin down) (eV): 0.57 / 0.57
Total energy (eV): -7417.4221

---

Record 5
ORCA calculation (the ωB97M-V functional and the def2-TZVPD basis) on a molecular structure, C29H47FN6O3PtSSi2Te.

```
91
Properties=species:S:1:pos:R:3:forces:R:3:lowdin_charge:R:1
C -5.45056 -0.64012 4.31795 0.0 0.0 0.0 -0.134
H -2.23480 -2.75719 -2.77158 0.0 0.0 0.0 0.124
O -0.34304 0.45184 -0.91268 0.1 0.1 0.0 -0.199
S -2.79185 -0.82983 -4.88850 0.0 0.0 0.0 1.214
H 6.66860 3.57158 2.14836 0.0 0.0 0.0 0.061
C -2.09199 -3.80214 3.61195 0.0 0.0 0.0 -0.071
H 2.14144 0.70816 -5.78130 0.0 -0.1 -0.1 0.081
H -5.28047 -1.63045 3.89635 0.0 0.0 0.0 0.142
C -6.26724 1.85308 4.88134 0.0 0.0 0.0 -0.068
H -0.85309 -1.99565 -1.99374 0.0 0.0 0.0 0.087
H -7.23885 -1.31320 5.32644 0.0 0.0 0.0 0.148
H -3.07319 -1.36253 3.77980 0.0 0.0 0.0 0.106
H -7.51653 -0.68745 3.69611 0.0 0.0 0.0 0.149
H -2.65245 -3.94236 2.69700 0.0 0.0 0.0 0.122
C -3.70474 0.96576 1.40386 0.0 0.0 0.0 -0.175
H 0.94600 -2.74588 2.06224 0.0 0.0 0.0 0.168
F -4.65892 1.81833 1.01632 0.0 0.0 0.1 0.109
C -0.44357 -0.28686 0.15478 0.0 -0.1 0.0 -0.255
C 3.88255 2.32894 -0.30926 0.0 0.1 0.0 -0.392
H 3.84505 0.33175 2.45460 0.0 0.0 0.0 0.022
N -5.06413 0.36997 3.34160 0.0 0.0 0.0 -0.057
C -0.63844 -4.16352 3.57078 0.0 0.0 0.0 -0.060
N -0.87600 -1.89134 2.43056 0.0 0.0 0.0 0.042
H 4.29748 2.97137 -5.19859 0.0 0.0 0.0 0.063
H 7.21766 0.55355 1.08620 0.0 0.0 0.0 0.061
H -3.52566 1.27061 -6.71617 0.0 0.0 0.0 0.125
H -7.45636 0.74307 6.18748 0.0 0.0 0.0 0.193
N -7.30938 0.80409 5.17763 0.0 0.0 0.0 0.087
H -0.18100 -4.09426 -3.18764 0.0 0.0 0.0 0.094
Si 5.19801 1.93391 1.11930 0.0 0.1 0.0 0.480
H 5.92967 -0.29406 0.26120 0.0 0.0 0.0 0.038
H 5.46495 0.07502 -2.17310 0.0 0.0 0.0 0.032
C -0.34064 -3.17132 -3.74153 0.0 0.0 0.0 -0.057
C -1.55555 -0.98726 -3.71059 0.0 0.0 0.0 -0.577
C -2.19124 0.77446 -5.23607 0.0 0.0 0.0 -0.642
O 2.67551 -0.39192 0.17981 -0.1 0.1 0.0 -0.299
H -5.47885 1.74246 5.62278 0.0 0.0 0.0 0.146
C -1.04829 -2.72480 3.62122 0.0 0.0 0.0 -0.241
C 4.47564 -0.09927 -2.59824 0.0 0.0 0.1 -0.394
O 1.94821 -2.09187 -1.08806 0.2 -0.5 -0.5 0.149
C 1.75901 -1.36836 -0.16832 -0.2 0.3 0.4 -0.557
H 6.43212 3.98692 0.45454 0.0 0.0 0.0 0.052
C -6.93993 -0.55331 4.60858 0.0 0.0 0.0 -0.055
H 1.56524 0.82813 -4.25002 -0.1 0.4 0.4 -0.038
Te 3.04938 0.74226 -1.35216 0.3 0.2 0.2 1.780
H 5.01755 1.21130 3.43270 0.0 0.0 0.0 0.058
C 5.92446 3.62260 1.34884 0.0 -0.1 0.0 -0.153
H -2.50527 1.42751 -0.26511 0.0 0.0 0.0 0.146
N -1.15565 1.11222 -4.50851 0.0 0.0 0.1 0.023
H -0.26649 -4.56870 2.63934 0.0 0.0 0.0 0.116
C 0.23804 -2.00556 1.71442 0.0 0.0 0.0 0.077
H 2.16064 -0.78101 -4.81187 0.1 -0.1 -0.2 0.046
C -5.73977 1.67245 3.46986 0.0 0.0 0.0 -0.105
H 6.81455 1.03238 -0.54591 0.0 0.0 0.0 0.042
C -3.92494 0.19969 2.58815 0.0 0.0 0.0 -0.115
H 6.40160 0.03561 -5.23315 0.0 0.0 0.0 0.062
H 4.42339 2.88825 -1.07932 0.0 0.0 -0.1 0.033
H 5.36692 2.81336 -3.81816 0.0 0.0 0.0 0.058
H -2.38476 2.49543 -6.28964 0.0 0.0 0.0 0.133
H 3.61458 3.00621 -3.59371 0.0 0.0 0.0 0.033
C 4.29949 1.30916 2.61481 0.0 0.0 0.0 -0.161
C 5.36530 -0.16170 -5.51650 0.0 0.0 0.0 -0.137
H -2.64502 -3.97305 4.52481 0.0 0.0 0.0 0.119
C -1.61960 -0.13052 0.95747 0.1 0.0 -0.1 -0.050
H 3.04428 2.94508 0.02285 0.0 -0.1 0.0 0.046
H 5.22482 0.22216 -6.52943 0.0 0.0 0.0 0.064
H 3.53241 2.01294 2.94410 0.0 0.0 0.0 0.048
Pt 0.82897 0.44172 -2.55185 0.0 0.2 -0.8 0.914
C -2.96423 -0.75756 2.89587 0.0 0.1 0.0 0.081
H -6.54998 1.77790 2.74380 0.0 0.0 0.0 0.141
C 0.49347 -1.24028 0.59910 0.0 0.0 0.1 -0.043
H -0.17328 -4.56995 4.45681 0.0 0.0 0.0 0.126
C 6.38055 0.69340 0.39797 0.0 0.0 0.0 -0.169
C 2.41300 0.27886 -4.81252 -0.4 -0.3 0.7 -0.167
H 4.24482 -1.16830 -2.59466 0.0 0.0 0.0 0.055
H -4.87043 -0.57767 5.24667 0.0 0.0 0.0 0.143
H -5.03960 2.48401 3.28796 0.0 0.0 0.0 0.143
H 5.21890 -1.24255 -5.53633 0.0 0.0 0.0 0.058
C 4.38653 2.52486 -4.20489 0.0 0.0 0.0 -0.163
H 0.62980 -2.69418 -3.88793 0.0 0.0 0.0 0.063
C -1.28813 -2.25076 -2.96206 0.0 0.0 0.0 -0.218
N -2.74160 1.56246 -6.15781 0.0 0.0 0.0 0.146
H -0.75223 -3.42992 -4.71638 0.0 0.0 0.0 0.091
H -0.87440 -2.16745 4.53285 0.0 0.0 0.0 0.166
H -6.72819 2.83039 5.00625 0.0 0.0 0.0 0.152
H -8.20729 1.09595 4.78560 0.0 0.0 0.0 0.191
N -0.84154 0.09947 -3.64804 0.1 -0.1 0.1 -0.220
H 5.17371 4.35456 1.65136 0.0 0.0 0.0 0.053
C -1.82585 -0.93251 2.09685 0.0 0.0 0.0 -0.088
Si 4.21743 0.68009 -4.34977 -0.1 0.1 -0.2 0.453
C -2.60674 0.82131 0.62387 0.0 0.0 0.0 0.100
```
Forces are in eV/Å.

## Properties
Strongest force on any atom (eV Å⁻¹): 0.826
E_HOMO (eV): -17.70
LUMO (eV): -11.22
Net charge: +4
Total energy (eV): -85730.9349